1.
ORCA calculation (the ωB97M-V functional and the def2-TZVPD basis) on C24H24N5OSSr as an isolated structure.

Atoms and positions in Å:
Sr1 0.671 -0.103 0.235
C1 -2.883 -0.511 -0.507
C2 -2.354 -1.154 -1.796
C3 -1.556 -0.213 -2.662
C4 -1.970 0.109 -3.947
C5 -1.205 0.977 -4.710
C6 -0.045 1.503 -4.167
C7 0.300 1.135 -2.880
N1 -0.434 0.297 -2.140
N2 -2.016 -0.711 0.671
C8 -2.433 0.207 1.743
C9 -2.108 1.652 1.452
C10 -3.062 2.646 1.596
C11 -2.697 3.965 1.373
C12 -1.393 4.246 1.007
C13 -0.503 3.193 0.876
N3 -0.847 1.922 1.095
C14 -2.149 -2.086 1.161
C15 -1.129 -2.461 2.211
C16 -1.468 -3.333 3.236
C17 -0.494 -3.720 4.142
C18 0.789 -3.218 4.003
C19 1.040 -2.345 2.961
N4 0.107 -1.969 2.081
H1 -2.986 0.564 -0.661
H2 -3.887 -0.898 -0.282
H3 -1.733 -2.023 -1.562
H4 -3.194 -1.535 -2.376
H5 -2.880 -0.322 -4.341
H6 -1.511 1.236 -5.715
H7 0.584 2.183 -4.723
H8 1.202 1.521 -2.415
H9 -3.508 0.103 1.943
H10 -1.909 -0.082 2.658
H11 -4.073 2.386 1.881
H12 -3.425 4.758 1.482
H13 -1.063 5.259 0.824
H14 0.527 3.367 0.587
H15 -3.158 -2.259 1.560
H16 -2.029 -2.771 0.319
H17 -2.482 -3.702 3.317
H18 -0.737 -4.401 4.947
H19 1.581 -3.490 4.686
H20 2.031 -1.928 2.818
O1 2.699 -0.946 -0.626
N5 3.879 -0.373 -0.811
C20 4.850 -1.133 -1.368
C21 6.102 -0.639 -1.598
C22 6.370 0.686 -1.244
C23 5.375 1.443 -0.683
C24 4.088 0.924 -0.451
S1 2.841 1.877 0.253
H21 4.540 -2.139 -1.602
H22 6.851 -1.275 -2.045
H23 7.351 1.110 -1.410
H24 5.542 2.471 -0.395

Results
2S+1: 1
Energy relative to the best compared isomer or geometry (same formula, charge and spin) (kcal per mole): 0.0
Gap between HOMO and LUMO (eV): 7.75
Charge: +1

---

2.
ORCA calculation (the ωB97M-V functional and the def2-TZVPD basis) on a 3-piece molecular cluster, C35H67F2N4O10P2S overall.

Atoms and positions in Å:
C1 0.484 3.025 2.288
C2 1.600 2.013 1.776
C3 1.872 2.109 0.205
C4 0.782 1.245 -0.589
C5 1.318 0.842 -2.044
N1 -0.470 2.085 -0.675
C6 -0.423 3.189 -1.532
C7 -1.556 4.100 -1.779
C8 -1.267 5.218 -2.810
C9 -1.777 4.888 -4.308
C10 -2.494 3.502 -4.448
F1 -3.840 3.573 -3.989
C11 -2.803 3.811 -1.016
C12 -4.000 4.674 -1.145
C13 -4.203 5.971 -1.969
C14 -4.113 7.217 -0.981
C15 -2.685 7.820 -0.793
F2 -2.370 8.640 -1.933
C16 -5.181 4.251 -0.357
C17 -5.223 3.063 0.538
C18 -6.550 2.766 1.333
C19 -7.487 1.834 0.438
N2 -6.946 0.455 0.454
N3 -8.869 1.778 0.941
N4 -7.522 2.308 -0.951
C20 -4.042 2.221 0.663
C21 -2.829 2.611 -0.100
C22 -1.610 1.783 0.054
C23 -1.659 0.574 1.054
S1 -1.968 -1.003 0.164
O1 -1.105 -2.000 0.817
O2 -3.363 -1.437 0.182
H1 0.814 3.617 3.177
H2 -0.465 2.491 2.588
H3 0.229 3.706 1.421
H4 2.538 2.247 2.362
H5 1.323 0.956 2.058
H6 1.900 3.176 -0.147
H7 2.849 1.569 0.044
H8 0.626 0.277 -0.052
H9 0.490 0.473 -2.701
H10 2.095 0.044 -1.849
H11 1.878 1.719 -2.468
H12 0.548 3.382 -2.059
H13 -1.666 6.230 -2.566
H14 -0.146 5.332 -2.908
H15 -0.880 4.861 -4.994
H16 -2.425 5.722 -4.712
H17 -1.924 2.634 -4.017
H18 -2.568 3.289 -5.558
H19 -5.291 5.954 -2.292
H20 -3.630 6.075 -2.916
H21 -4.778 8.033 -1.388
H22 -4.492 6.896 0.032
H23 -1.856 7.074 -0.692
H24 -2.687 8.519 0.089
H25 -6.117 4.874 -0.390
H26 -7.060 3.735 1.620
H27 -6.256 2.291 2.318
H28 -6.008 0.407 0.052
H29 -6.871 0.107 1.414
H30 -9.247 2.718 1.062
H31 -8.866 1.249 1.815
H32 -6.745 1.920 -1.488
H33 -8.419 2.104 -1.389
H34 -4.130 1.327 1.329
H35 -0.609 0.494 1.466
H36 -2.318 0.749 1.938
H37 -1.461 -0.897 -1.135
O3 0.982 -6.987 -0.764
P1 1.286 -6.522 -2.173
O4 2.608 -5.594 -1.783
C24 3.612 -6.090 -0.904
C25 4.456 -7.169 -1.552
O5 0.163 -5.315 -2.254
C26 -1.012 -5.359 -1.447
C27 -0.816 -4.522 -0.198
O6 1.513 -6.240 -3.816
C28 2.714 -5.841 -4.457
C29 3.439 -7.040 -5.038
H38 3.179 -6.448 0.032
H39 4.251 -5.241 -0.646
H40 3.838 -8.009 -1.881
H41 5.209 -7.542 -0.855
H42 4.972 -6.776 -2.432
H43 -1.286 -6.387 -1.205
H44 -1.831 -4.943 -2.040
H45 0.082 -4.817 0.349
H46 -1.676 -4.611 0.468
H47 -0.688 -3.479 -0.461
H48 3.374 -5.249 -3.827
H49 2.419 -5.179 -5.277
H50 3.596 -7.812 -4.283
H51 4.405 -6.743 -5.452
H52 2.846 -7.493 -5.835
O7 4.702 -3.401 2.458
P2 5.234 -2.097 3.016
O8 4.491 -2.204 4.494
C30 4.515 -3.420 5.235
C31 5.886 -3.710 5.811
O9 4.155 -1.087 2.276
C32 3.516 -1.472 1.065
C33 2.139 -2.042 1.352
O10 6.038 -0.691 3.465
C34 6.306 -0.245 4.786
C35 7.712 -0.627 5.208
H53 4.162 -4.259 4.633
H54 3.800 -3.302 6.054
H55 6.640 -3.772 5.021
H56 5.883 -4.652 6.362
H57 6.191 -2.916 6.496
H58 4.131 -2.175 0.502
H59 3.415 -0.572 0.449
H60 2.179 -2.855 2.077
H61 1.675 -2.414 0.435
H62 1.492 -1.272 1.783
H63 5.572 -0.570 5.519
H64 6.232 0.847 4.762
H65 7.888 -1.696 5.075
H66 7.886 -0.363 6.253
H67 8.448 -0.107 4.592

Results
2S+1: 1
Energy relative to the best compared isomer or geometry (same formula, charge and spin) (kcal per mole): 152.3
Gap between HOMO and LUMO (eV): 7.17
Charge: +1

---

3.
ORCA calculation (the ωB97M-V functional and the def2-TZVPD basis) on a 6-piece molecular cluster, C22H39F9NO7S5 overall.

Atoms and positions in Å:
O1 2.690 -0.592 2.193
C1 3.049 -1.271 1.278
O2 2.356 -2.210 0.656
C2 1.383 -2.931 1.453
C3 0.019 -2.279 1.489
C4 -0.835 -2.438 0.230
F1 -0.142 -3.073 -0.746
F2 -1.942 -3.186 0.497
C5 -1.360 -1.097 -0.397
F3 -0.576 -0.063 -0.023
F4 -1.296 -1.188 -1.742
C6 -2.851 -0.717 -0.100
F5 -3.673 -1.495 -0.824
F6 -2.993 0.555 -0.529
C7 -3.315 -0.740 1.398
F7 -3.914 -1.887 1.705
F8 -2.260 -0.565 2.206
F9 -4.178 0.253 1.613
C8 4.459 -1.153 0.764
C9 5.456 -1.781 1.530
C10 6.782 -1.656 1.157
N1 7.099 -0.937 0.060
C11 6.162 -0.345 -0.707
C12 4.817 -0.431 -0.377
H1 1.741 -2.998 2.482
H2 1.328 -3.949 1.074
H3 0.099 -1.237 1.782
H4 -0.526 -2.779 2.291
H5 5.203 -2.348 2.415
H6 7.585 -2.101 1.725
H7 8.072 -0.841 -0.197
H8 6.502 0.212 -1.567
H9 4.080 0.055 -0.995
C13 -2.944 3.482 0.377
S1 -2.123 4.543 -0.815
O3 -1.033 5.253 -0.081
C14 -3.474 5.702 -1.011
H10 -2.246 2.701 0.667
H11 -3.225 4.071 1.251
H12 -3.824 3.034 -0.082
H13 -3.730 6.137 -0.045
H14 -4.331 5.179 -1.436
H15 -3.155 6.492 -1.689
C15 -4.656 -5.667 -1.400
S2 -4.194 -5.479 -3.128
O4 -3.742 -6.812 -3.600
C16 -2.710 -4.523 -2.807
H16 -5.548 -6.289 -1.362
H17 -3.843 -6.149 -0.858
H18 -4.872 -4.687 -0.973
H19 -2.041 -5.108 -2.176
H20 -2.976 -3.585 -2.320
H21 -2.225 -4.313 -3.758
C17 3.216 3.958 1.241
S3 2.450 2.336 1.299
O5 3.014 1.474 0.211
C18 0.839 2.874 0.742
H22 4.270 3.848 1.492
H23 3.114 4.388 0.245
H24 2.727 4.587 1.982
H25 0.923 3.353 -0.233
H26 0.420 3.571 1.465
H27 0.204 1.994 0.667
C19 1.732 -7.240 -0.078
S4 0.153 -6.473 -0.456
O6 -0.090 -5.420 0.571
C20 -0.856 -7.885 -0.008
H28 2.511 -6.502 -0.254
H29 1.743 -7.555 0.966
H30 1.882 -8.094 -0.738
H31 -0.667 -8.152 1.031
H32 -0.622 -8.716 -0.672
H33 -1.899 -7.601 -0.136
C21 -0.012 8.551 -1.313
S5 -1.542 8.840 -0.422
O7 -2.585 9.147 -1.438
C22 -1.042 10.396 0.324
H34 -0.132 7.630 -1.879
H35 0.179 9.386 -1.987
H36 0.803 8.435 -0.598
H37 -0.780 11.109 -0.458
H38 -0.194 10.221 0.986
H39 -1.885 10.772 0.899

Results
2S+1: 1
Gap between HOMO and LUMO (eV): 6.05
Charge: +1

---

4.
ORCA calculation (the ωB97M-V functional and the def2-TZVPD basis) on a 8-piece molecular cluster, C14H44N4O14 overall.

Atoms and positions in Å:
N1 -0.320 -4.401 -2.394
C1 0.663 -4.641 -1.500
N2 1.223 -5.781 -1.626
O1 0.883 -3.818 -0.617
H1 -1.038 -3.740 -2.134
H2 -0.485 -4.992 -3.197
H3 1.701 -6.204 -0.843
H4 1.082 -6.500 -2.321
N3 0.034 -1.137 -0.926
C2 0.124 -0.447 0.180
N4 -0.284 0.775 0.013
O2 0.644 -0.872 1.223
H5 0.264 -2.116 -0.835
H6 -0.329 -0.634 -1.723
H7 0.020 1.263 0.843
H8 -0.411 1.112 -0.930
O3 -0.218 0.204 4.527
C3 -1.358 0.619 3.759
C4 -2.530 0.745 4.668
O4 -3.117 -0.563 4.678
H9 0.563 0.159 3.971
H10 -1.242 1.520 3.157
H11 -1.499 -0.109 2.961
H12 -3.308 1.444 4.362
H13 -2.186 1.018 5.665
H14 -2.524 -1.042 5.261
O5 -3.131 -0.628 -4.615
C5 -3.176 -1.189 -3.269
C6 -4.037 -0.331 -2.336
O6 -5.336 -0.350 -2.776
H15 -2.502 -1.252 -4.986
H16 -3.639 -2.166 -3.404
H17 -2.222 -1.348 -2.767
H18 -3.737 0.717 -2.320
H19 -4.110 -0.787 -1.349
H20 -5.379 -0.220 -3.726
O7 1.869 -4.239 2.202
C7 1.342 -3.465 3.192
C8 2.258 -2.405 3.785
O8 3.345 -3.050 4.607
H21 1.753 -3.635 1.465
H22 0.520 -2.962 2.683
H23 0.654 -3.958 3.878
H24 1.672 -1.667 4.333
H25 2.602 -1.803 2.944
H26 2.979 -3.842 5.007
O9 -1.127 3.974 -0.953
C9 -0.066 4.514 -1.634
C10 1.289 3.939 -1.184
O10 2.066 4.158 -2.346
H27 -1.843 4.283 -1.512
H28 -0.203 4.395 -2.709
H29 -0.063 5.602 -1.565
H30 1.268 2.864 -1.006
H31 1.776 4.501 -0.387
H32 2.992 4.103 -2.098
O11 0.572 2.322 -4.984
C11 0.933 1.008 -4.858
C12 0.592 0.405 -3.465
O12 -0.782 0.732 -3.204
H33 1.371 2.846 -4.888
H34 0.301 0.535 -5.609
H35 1.976 1.025 -5.172
H36 1.094 0.809 -2.586
H37 0.676 -0.682 -3.428
H38 -0.852 1.481 -3.801
O13 1.120 2.926 1.645
C13 1.493 3.112 2.999
C14 2.581 2.051 3.433
O14 2.029 0.788 3.071
H39 1.903 3.042 1.103
H40 1.862 4.105 3.254
H41 0.666 2.902 3.677
H42 2.950 2.147 4.454
H43 3.505 2.024 2.855
H44 1.848 0.808 2.129

Results
SMILES string: NC(N)=O.NC(N)=O.OCCO.OCCO.OCCO.OCCO.OCCO.OCCO
2S+1: 1
Energy relative to the best compared isomer or geometry (same formula, charge and spin) (kcal per mole): 75.4
Gap between HOMO and LUMO (eV): 8.99

---

5.
ORCA calculation (the ωB97M-V functional and the def2-TZVPD basis) on a 2-piece molecular cluster, C4H5NO overall.

Atoms and positions in Å:
C1 0.255 1.378 0.138
C2 -0.403 0.052 -0.572
C3 0.675 -0.919 1.548
O1 0.965 -1.967 1.862
C4 -0.433 -1.581 -0.679
N1 -0.669 -2.651 -1.095
H1 -0.071 1.614 1.163
H2 -0.119 2.224 -0.482
H3 1.349 1.460 0.104
H4 -0.085 0.175 -1.593
H5 -1.464 0.215 -0.394

Results
2S+1: 1
Energy relative to the best compared isomer or geometry (same formula, charge and spin) (kcal per mole): 61.9
Gap between HOMO and LUMO (eV): 12.27

---

6.
ORCA calculation (the ωB97M-V functional and the def2-TZVPD basis) on a 2-piece molecular cluster, C9H16NO3P overall.

Atoms and positions in Å:
C1 -0.838 0.025 0.330
C2 0.174 1.164 -3.141
C3 0.214 2.354 -2.443
C4 -1.005 2.740 -1.870
C5 1.507 3.146 -2.516
C6 -1.175 0.832 3.642
C7 0.295 -2.338 -1.551
C8 -0.644 -0.610 3.754
C9 0.266 -3.341 -0.408
N1 -1.099 1.034 -0.149
O1 1.344 -1.078 1.764
O2 -0.965 -1.420 2.631
O3 -0.447 -2.713 0.681
P1 -0.076 -1.307 1.326
H1 1.033 0.681 -3.740
H2 -0.517 0.424 -3.100
H3 -1.010 3.258 -0.835
H4 2.024 3.064 -1.617
H5 2.001 2.789 -3.306
H6 1.215 4.180 -2.500
H7 -2.186 0.830 3.602
H8 -0.641 1.362 4.542
H9 -0.810 1.262 2.581
H10 0.357 -1.426 -1.082
H11 1.134 -2.561 -2.207
H12 -0.497 -2.603 -2.103
H13 -1.004 -1.241 4.562
H14 0.386 -0.800 3.864
H15 1.211 -3.532 -0.076
H16 -0.249 -4.177 -0.634

Results
2S+1: 1
Energy relative to the best compared isomer or geometry (same formula, charge and spin) (kcal per mole): 135.2
Gap between HOMO and LUMO (spin up / spin down) (eV): 7.62 / 7.80

---

| no. | F_max (hartree/bohr) |
| --- | --- |
| 1 | 0.002 |
| 2 | 0.164 |
| 3 | 0.014 |
| 4 | 0.122 |
| 5 | 0.054 |
| 6 | 0.114 |